The following is a quantum chemistry calculation of C29H41F5P2STi as an isolated structure, from OMol25.

Summary:
DFT total energy: -3558.88466 a.u.
Kohn-Sham gap (spin up / spin down): 5.998 / 6.374 eV
Relative energy (zero: lowest compared OMol25 entry of this formula, charge and spin): 0.000 eV
Highest occupied orbital energy (spin up / spin down): -10.1 / -10.1 eV
Spin multiplicity: 2
LUMO (spin up / spin down): -4.07 / -3.69 eV
Expectation value of S²: 0.8731
Net charge: +1

Geometry as XYZ:
```
79
Properties=species:S:1:pos:R:3:forces:R:3:lowdin_charge:R:1
Ti -2.019905 0.785435 0.062887 1.575 -0.525 -0.373 0.84
C 0.319136 3.440941 -0.203596 -0.255 -0.016 0.308 -0.20
C -0.181102 2.798593 -1.342134 -1.132 0.705 0.351 -0.17
C -1.893032 2.911786 0.232429 0.952 0.089 -0.302 -0.39
C -0.685237 3.487333 0.785562 -0.356 0.068 -1.605 -0.15
C -1.579363 2.503391 -1.119730 0.840 0.248 0.496 -0.37
C 1.591131 4.211716 -0.131914 0.531 0.094 0.195 -0.03
H 2.382028 3.765782 -0.740383 -0.015 -0.007 0.125 0.07
H 1.951669 4.281541 0.901241 0.037 -0.061 -0.245 0.08
H 1.471114 5.246857 -0.492520 -0.109 -0.299 0.076 0.10
C -0.674137 4.386431 1.951874 0.199 -0.033 0.729 0.00
H 0.326685 4.524994 2.377444 -0.217 -0.082 -0.096 0.09
H -1.337659 4.020453 2.736905 -0.008 0.120 0.048 0.07
H -1.035490 5.382069 1.648048 0.023 -0.223 0.020 0.12
C -3.247833 3.200792 0.760814 -0.780 0.655 0.368 -0.04
H -3.478844 4.264762 0.567965 -0.229 -0.373 0.010 0.12
H -3.343595 3.049005 1.845662 0.096 -0.019 -0.372 0.07
H -4.039427 2.610937 0.275011 -0.014 0.074 0.063 0.09
C -2.576002 2.021171 -2.115578 -0.151 0.408 -0.257 -0.04
H -3.181199 2.855554 -2.506182 -0.137 -0.429 0.183 0.12
H -3.306627 1.313038 -1.643176 -0.209 -0.016 -0.339 0.07
H -2.123828 1.512728 -2.973959 -0.044 0.004 0.252 0.09
C 0.442700 2.829218 -2.677789 0.508 -0.229 -0.705 -0.02
H 0.056820 3.671315 -3.273033 -0.079 -0.171 0.214 0.11
H 0.245695 1.916475 -3.251479 0.052 0.136 0.033 0.08
H 1.526598 2.975891 -2.630048 -0.228 -0.087 -0.001 0.08
C 1.759458 -0.239170 1.248875 -0.292 2.033 -1.305 -0.09
C 2.354268 0.555768 0.316372 -1.597 -0.989 2.244 -0.09
C 2.374405 0.404719 -1.148069 1.029 0.001 -1.037 -0.16
C 1.491792 -0.526710 -2.010122 1.112 1.344 -0.701 -0.21
C 0.041164 -0.582170 -1.957054 -1.889 -0.926 0.908 -0.12
C -0.673275 -1.247202 -0.998255 -0.174 1.203 -0.209 -0.28
C -0.215497 -1.830283 0.309185 -0.189 -0.571 0.708 -0.26
C 1.144153 -1.563543 0.983922 0.142 -0.253 1.030 -0.23
H 3.404723 0.093776 -1.410781 -0.217 0.234 -0.086 0.13
H 1.865790 -1.548125 -1.915921 -0.208 0.019 0.284 0.01
H 2.287839 1.422372 -1.544753 0.013 -0.205 -0.028 0.08
H 1.949657 -2.127188 0.491754 -0.805 0.288 0.279 0.00
H 1.626971 0.143891 2.263099 0.575 -0.098 -0.245 0.09
H 2.802659 1.471329 0.696665 -0.004 -0.021 -0.169 0.10
H 1.035536 -1.995517 1.985018 -0.090 -0.273 -0.139 0.12
H -1.021643 -1.743847 1.069730 0.462 0.250 -0.452 0.03
H -1.643507 -1.647095 -1.337733 0.136 0.568 0.311 0.07
H -0.236135 -2.926259 0.176661 -0.043 0.354 -0.105 0.06
H 1.716581 -0.247911 -3.044059 0.277 0.156 0.053 0.12
H -0.495712 -0.447213 -2.913105 0.216 0.208 0.555 0.12
P 2.283742 -3.445548 -1.017340 0.981 0.524 -0.066 0.79
C 3.302711 -4.186996 0.284963 0.354 -0.357 0.065 -0.26
C 3.335634 -3.717912 -2.466261 0.119 -0.679 -0.075 -0.26
P -0.518397 -3.893115 -2.071382 0.375 -1.831 -0.620 0.89
C 0.922233 -4.596036 -1.126050 -0.143 -0.430 -0.380 -0.55
C 0.012930 -4.492951 -3.730786 -0.069 0.288 -0.070 -0.29
C -1.541137 -5.377649 -1.782301 -0.384 -0.014 -0.009 -0.30
H 2.722982 -4.378657 1.189027 -0.039 0.039 -0.065 0.05
H 4.129465 -3.525945 0.552847 -0.006 -0.036 -0.060 0.05
H 3.705425 -5.128658 -0.088632 0.135 -0.150 0.228 0.05
H 3.689449 -4.746388 -2.423717 0.230 -0.137 -0.411 0.04
H 4.191629 -3.043247 -2.414608 -0.027 -0.020 0.054 0.05
H 2.817807 -3.537297 -3.405651 -0.036 -0.008 -0.004 0.03
H -0.939627 -6.251783 -2.046774 -0.291 -0.067 0.074 0.04
H -2.428883 -5.319303 -2.418434 0.001 -0.203 0.180 0.04
H -1.831871 -5.436564 -0.734299 -0.163 -0.082 -0.008 0.04
H 0.585965 -4.881828 -0.124465 0.085 0.113 -0.039 0.06
H 1.282504 -5.496024 -1.627727 -0.242 -0.318 0.041 0.06
H -0.877054 -4.536828 -4.357406 0.044 0.017 -0.164 0.04
H 0.414047 -5.499418 -3.615582 0.055 -0.015 -0.192 0.04
H 0.749568 -3.851995 -4.206531 0.026 0.057 -0.103 0.02
F -2.111203 3.720951 7.086335 0.159 -0.846 -1.077 0.13
C -2.019334 2.944726 5.980655 0.578 0.386 0.415 -0.10
C -0.749374 2.594996 5.463206 -0.335 0.125 0.180 -0.11
F 0.353871 3.029143 6.114742 -0.889 -0.377 -0.800 0.12
C -0.665178 1.838689 4.280638 0.410 0.150 -0.202 -0.19
F 0.576561 1.708652 3.707938 -1.486 -0.232 0.704 0.07
C -1.828132 1.326633 3.651966 -0.282 0.748 -0.114 -0.43
S -1.899275 0.192922 2.255330 0.280 0.393 1.402 0.75
C -3.064707 1.758662 4.172482 0.030 -0.380 -0.306 -0.24
F -4.206789 1.415432 3.520452 0.806 0.205 0.699 0.06
C -3.171530 2.539929 5.321774 -0.798 -0.012 -0.045 -0.12
F -4.403552 2.885577 5.769844 1.223 -0.208 -0.306 0.12
```
Positions in Å, forces in eV/Å.